No. 1
This record from OMol25 describes C66H58AsBrGeN7OPS2Zr as an isolated structure in a non-equilibrium geometry. The level of theory is the ωB97M-V functional and the def2-TZVPD basis.

Last column: natural (NBO) charge in e.
Positions of all 139 atoms, in Å:
Zr (-0.40, -0.99, 0.54)  1.4968
Br (-0.92, -7.71, 3.32)  0.0469
C (-1.15, -5.84, 3.01)  -0.1258
C (-0.88, -4.95, 4.04)  -0.1726
C (-0.95, -3.60, 3.80)  -0.2797
C (-1.19, -3.08, 2.51)  0.5126
O (-1.07, -1.80, 2.29)  -0.8083
C (-1.57, -4.02, 1.48)  -0.2640
C (-2.04, -3.59, 0.21)  0.2582
N (-1.71, -2.44, -0.35)  -0.6754
C (-2.62, -1.87, -1.27)  0.1679
C (-2.85, -2.29, -2.57)  -0.2597
C (-3.88, -1.72, -3.32)  -0.1763
C (-4.74, -0.80, -2.76)  -0.1981
C (-4.60, -0.41, -1.41)  -0.1107
C (-5.48, 0.44, -0.73)  -0.1159
C (-5.30, 0.66, 0.62)  -0.2701
C (-4.20, 0.08, 1.26)  0.0622
N (-3.30, -0.66, 0.64)  -0.4392
C (-3.51, -0.94, -0.66)  0.2513
C (-1.54, -5.39, 1.77)  -0.1736
H (-0.60, -5.32, 5.02)  0.2356
H (-0.75, -2.90, 4.60)  0.2314
H (-2.72, -4.27, -0.31)  0.1985
H (-2.22, -3.05, -3.02)  0.2132
H (-4.01, -2.02, -4.34)  0.2208
H (-5.55, -0.38, -3.34)  0.2184
H (-6.30, 0.91, -1.26)  0.2205
H (-5.98, 1.28, 1.19)  0.2288
H (-4.05, 0.21, 2.33)  0.2205
H (-1.80, -6.09, 0.99)  0.2263
S (1.85, -0.17, 1.53)  -0.2889
C (1.65, 0.70, 3.05)  -0.1735
C (2.74, 0.79, 3.91)  -0.1844
C (2.65, 1.49, 5.09)  -0.2120
C (1.46, 2.10, 5.45)  -0.2296
C (0.37, 2.02, 4.60)  -0.1988
C (0.44, 1.32, 3.40)  -0.3589
As (-1.12, 1.14, 2.23)  1.0743
C (-2.42, 1.43, 3.70)  -0.3209
C (-3.19, 2.58, 3.86)  -0.2384
C (-4.07, 2.69, 4.92)  -0.1988
C (-4.19, 1.67, 5.84)  -0.2125
C (-3.43, 0.51, 5.70)  -0.2272
C (-2.56, 0.39, 4.63)  -0.1707
C (-1.21, 2.97, 1.52)  -0.3664
C (-2.31, 3.28, 0.73)  -0.1687
C (-2.44, 4.52, 0.14)  -0.2319
C (-1.45, 5.47, 0.32)  -0.2000
C (-0.34, 5.18, 1.10)  -0.2219
C (-0.24, 3.94, 1.72)  -0.1412
H (3.67, 0.30, 3.63)  0.2139
H (3.51, 1.55, 5.75)  0.2120
H (1.38, 2.65, 6.38)  0.2122
H (-0.56, 2.51, 4.88)  0.2214
H (-3.08, 3.39, 3.15)  0.2347
H (-4.65, 3.59, 5.04)  0.2148
H (-4.87, 1.77, 6.68)  0.2143
H (-3.53, -0.29, 6.42)  0.2148
H (-1.97, -0.51, 4.50)  0.2133
H (-3.09, 2.52, 0.59)  0.1984
H (-3.31, 4.76, -0.46)  0.2161
H (-1.53, 6.43, -0.16)  0.2143
H (0.44, 5.91, 1.23)  0.2185
H (0.61, 3.72, 2.35)  0.2167
C (-0.98, 0.48, -0.99)  -1.5268
Ge (-0.18, 1.71, -2.25)  1.5922
C (-1.44, 2.93, -3.24)  -0.4054
C (-2.76, 3.10, -2.87)  -0.1505
C (-3.60, 3.96, -3.56)  -0.2445
C (-3.12, 4.66, -4.66)  -0.2233
C (-1.81, 4.48, -5.06)  -0.2060
C (-0.98, 3.62, -4.36)  -0.2129
C (1.21, 2.95, -1.48)  -0.4274
C (1.72, 4.09, -2.07)  -0.1594
C (2.66, 4.87, -1.41)  -0.2334
C (3.11, 4.52, -0.16)  -0.2215
C (2.59, 3.39, 0.46)  -0.2281
C (1.63, 2.64, -0.20)  -0.2211
C (0.50, 0.70, -3.83)  -0.4194
C (1.46, 1.17, -4.73)  -0.2369
C (1.69, 0.51, -5.92)  -0.2127
C (0.97, -0.63, -6.25)  -0.2271
C (0.02, -1.11, -5.36)  -0.2350
C (-0.21, -0.44, -4.17)  -0.1722
H (-1.97, 0.91, -0.78)  0.2088
H (-3.15, 2.55, -2.02)  0.1900
H (-4.63, 4.08, -3.26)  0.2012
H (-3.77, 5.33, -5.20)  0.2067
H (-1.43, 5.01, -5.92)  0.2059
H (0.03, 3.46, -4.70)  0.2055
H (1.38, 4.39, -3.05)  0.1977
H (3.05, 5.76, -1.89)  0.2044
H (3.86, 5.11, 0.34)  0.2066
H (2.91, 3.10, 1.45)  0.2114
H (1.20, 1.76, 0.28)  0.2417
H (2.04, 2.05, -4.48)  0.2137
H (2.43, 0.89, -6.62)  0.2104
H (1.14, -1.13, -7.19)  0.2100
H (-0.55, -1.99, -5.61)  0.2003
H (-0.96, -0.80, -3.47)  0.2175
C (4.39, -0.77, -3.48)  -0.0656
N (4.00, -2.16, -3.32)  -0.4705
C (4.93, -2.80, -2.40)  -0.0627
N (4.98, -2.14, -1.11)  -0.4709
C (5.37, -0.76, -1.32)  -0.0634
N (4.48, -0.06, -2.22)  -0.4668
C (3.18, 0.13, -1.62)  -0.5231
P (2.24, -1.45, -1.23)  0.7980
C (2.63, -2.29, -2.88)  -0.5087
C (3.74, -2.27, -0.39)  -0.5078
H (3.65, -0.28, -4.12)  0.2110
H (5.37, -0.75, -3.96)  0.1905
H (5.93, -2.75, -2.84)  0.1948
H (4.64, -3.85, -2.25)  0.1887
H (6.38, -0.75, -1.75)  0.1925
H (5.39, -0.24, -0.36)  0.2010
H (2.57, 0.73, -2.30)  0.2398
H (3.31, 0.69, -0.69)  0.2448
H (1.98, -1.88, -3.66)  0.2377
H (2.42, -3.36, -2.77)  0.2041
H (3.53, -3.34, -0.29)  0.1978
H (3.86, -1.84, 0.61)  0.2430
N (0.52, -3.96, -1.33)  -0.8081
C (1.01, -4.11, -0.08)  0.3317
N (0.97, -3.18, 0.82)  -0.6157
C (1.63, -3.57, 1.98)  0.2067
C (1.77, -2.85, 3.16)  -0.2198
C (2.49, -3.39, 4.20)  -0.2190
C (3.08, -4.65, 4.10)  -0.1979
C (2.92, -5.40, 2.96)  -0.2245
C (2.20, -4.86, 1.91)  -0.2289
S (1.85, -5.59, 0.36)  0.3664
H (-0.16, -3.21, -1.46)  0.4315
H (0.45, -4.78, -1.92)  0.4092
H (1.32, -1.88, 3.26)  0.2569
H (2.60, -2.83, 5.12)  0.2203
H (3.67, -5.04, 4.92)  0.2170
H (3.34, -6.39, 2.87)  0.2242

Output
Charge: 0

***

No. 2
This record from OMol25 describes a 9-piece molecular cluster, C67H134Cl4N7O7 overall in a non-equilibrium geometry. The level of theory is the ωB97M-V functional and the def2-TZVPD basis.

Last column: Mulliken charge in e.
Positions of all 219 atoms, in Å:
C (0.43, -0.60, -4.36)  -1.5840
C (0.63, -1.57, -5.52)  2.2426
C (0.40, -0.73, -6.76)  -1.4466
C (0.81, -1.25, -8.09)  -0.7123
C (2.34, -1.64, -7.91)  -1.5555
C (2.62, -2.65, -6.69)  1.5763
N (2.03, -2.11, -5.45)  0.6409
O (2.13, -3.05, -4.22)  -0.4401
C (2.26, -4.13, -7.08)  -1.5772
C (4.10, -2.63, -6.65)  -2.0221
C (-0.50, -2.59, -5.43)  -1.5304
H (1.21, 0.16, -4.40)  0.2131
H (0.48, -0.98, -3.34)  0.0748
H (-0.51, -0.05, -4.39)  0.2416
H (-0.64, -0.43, -6.94)  0.4894
H (0.92, 0.23, -6.70)  0.4274
H (0.75, -0.42, -8.78)  0.4164
H (0.23, -2.09, -8.47)  0.3654
H (2.87, -0.69, -7.96)  0.4571
H (2.71, -2.12, -8.81)  0.4976
H (2.76, -4.24, -8.04)  0.5050
H (2.58, -4.98, -6.47)  0.2824
H (1.24, -4.25, -7.45)  0.3860
H (4.54, -1.64, -6.58)  0.3403
H (4.45, -3.21, -5.79)  0.4504
H (4.65, -3.14, -7.44)  0.3953
H (-0.44, -3.46, -6.08)  0.1717
H (-1.47, -2.12, -5.60)  0.4265
H (-0.65, -3.02, -4.44)  0.2567
C (-7.15, 0.25, -1.27)  -1.6931
C (-6.06, -0.37, -2.08)  1.8200
C (-5.10, 0.72, -2.37)  -1.1656
C (-3.81, 0.35, -3.19)  -1.1480
C (-3.13, -0.65, -2.37)  0.7027
C (-3.96, -1.96, -2.00)  2.1870
N (-5.35, -1.52, -1.45)  0.9998
O (-6.03, -2.42, -0.61)  -0.6136
C (-4.01, -2.85, -3.22)  -1.8234
C (-3.14, -2.83, -1.09)  -1.4820
C (-6.76, -0.71, -3.46)  -1.9664
H (-7.54, 1.18, -1.69)  0.4295
H (-6.77, 0.45, -0.27)  -0.0023
H (-8.02, -0.40, -1.23)  0.4565
H (-5.60, 1.57, -2.84)  0.6145
H (-4.66, 1.23, -1.51)  -0.0706
H (-3.24, 1.27, -3.34)  0.5635
H (-4.04, -0.11, -4.16)  0.5458
H (-2.99, -0.26, -1.36)  -0.1749
H (-2.13, -0.77, -2.79)  -0.6139
H (-4.80, -2.47, -3.87)  0.3143
H (-3.08, -2.68, -3.76)  0.3063
H (-4.03, -3.93, -3.17)  0.3377
H (-2.24, -3.16, -1.63)  0.4897
H (-2.75, -2.30, -0.22)  -0.6169
H (-3.67, -3.74, -0.81)  0.7432
H (-7.39, 0.13, -3.76)  0.4105
H (-7.30, -1.66, -3.49)  0.4293
H (-6.01, -0.84, -4.24)  0.3527
C (1.80, -8.17, 2.41)  -1.6012
C (1.48, -6.58, 2.19)  1.9975
C (1.22, -6.48, 0.70)  -2.1096
C (0.28, -5.43, 0.18)  -0.2472
C (-1.00, -5.37, 1.08)  -0.4935
C (-0.64, -5.09, 2.55)  1.4952
N (0.31, -6.16, 2.99)  0.5415
O (0.60, -6.25, 4.40)  -0.5117
C (-0.20, -3.64, 2.83)  -0.8548
C (-2.07, -5.25, 3.31)  -1.7442
C (2.75, -5.72, 2.42)  -1.8009
H (2.73, -8.28, 2.98)  0.3825
H (1.96, -8.65, 1.44)  0.3613
H (0.91, -8.63, 2.85)  0.3783
H (2.08, -6.52, 0.04)  0.5401
H (0.68, -7.37, 0.37)  0.5433
H (0.03, -5.51, -0.88)  0.7420
H (0.83, -4.49, 0.19)  -0.3019
H (-1.65, -6.24, 0.93)  0.5622
H (-1.56, -4.54, 0.65)  -0.4721
H (0.81, -3.50, 2.45)  0.1026
H (-1.01, -2.93, 2.63)  -0.2440
H (-0.01, -3.63, 3.90)  0.5721
H (-2.10, -5.05, 4.38)  0.3294
H (-2.78, -4.67, 2.70)  0.3471
H (-2.43, -6.28, 3.23)  0.4876
H (3.61, -6.26, 2.04)  0.5359
H (2.86, -5.67, 3.51)  0.4696
H (2.72, -4.75, 1.92)  0.1125
C (-3.26, 5.71, 1.22)  -1.5200
C (-2.58, 5.91, -0.14)  1.7627
C (-1.19, 6.64, 0.04)  -1.4056
C (-0.05, 5.78, 0.58)  -0.5198
C (0.06, 4.52, -0.24)  -1.4948
C (-1.28, 3.70, -0.30)  2.9751
N (-2.36, 4.61, -0.79)  0.2026
O (-3.59, 3.91, -1.26)  -0.4092
C (-1.08, 2.48, -1.22)  -2.3076
C (-1.49, 3.10, 1.10)  1.4795
C (-3.55, 6.79, -0.85)  -1.8617
H (-3.75, 6.55, 1.72)  0.4650
H (-2.49, 5.57, 1.98)  0.2823
H (-4.02, 4.93, 1.30)  0.1616
H (-0.99, 7.24, -0.85)  0.4454
H (-1.30, 7.51, 0.70)  0.4346
H (-0.13, 5.65, 1.66)  0.1250
H (0.91, 6.25, 0.37)  0.4825
H (0.84, 3.88, 0.19)  0.2485
H (0.44, 4.61, -1.25)  0.5220
H (-1.94, 1.85, -1.42)  -0.1253
H (-0.62, 2.83, -2.15)  0.7005
H (-0.21, 1.86, -1.00)  0.2907
H (-1.11, 2.08, 1.10)  -1.5025
H (-1.02, 3.68, 1.90)  0.0560
H (-2.51, 2.91, 1.44)  -0.4879
H (-3.69, 7.73, -0.32)  0.4108
H (-4.53, 6.33, -0.94)  0.3967
H (-3.37, 6.81, -1.93)  0.4395
C (3.38, 3.05, -2.60)  -1.9639
C (4.55, 2.40, -3.32)  1.9060
C (4.69, 3.35, -4.55)  -1.3836
C (6.15, 3.44, -5.18)  -0.8418
C (7.19, 3.55, -4.11)  -1.4492
C (7.11, 2.52, -2.97)  1.5166
N (5.68, 2.37, -2.44)  0.5599
O (5.50, 1.67, -1.19)  -0.4624
C (7.73, 1.24, -3.50)  -1.5723
C (8.03, 3.11, -1.85)  -1.7306
C (4.11, 0.97, -3.81)  -0.9035
H (2.56, 3.05, -3.32)  0.4276
H (3.68, 4.08, -2.38)  0.6413
H (3.14, 2.61, -1.63)  0.2209
H (4.06, 2.91, -5.33)  0.4021
H (4.31, 4.34, -4.31)  0.4451
H (6.24, 4.26, -5.90)  0.4304
H (6.44, 2.55, -5.75)  0.3540
H (7.01, 4.53, -3.66)  0.4036
H (8.24, 3.51, -4.41)  0.5354
H (7.14, 0.74, -4.27)  0.3288
H (8.75, 1.38, -3.87)  0.4284
H (7.72, 0.59, -2.63)  0.3322
H (9.03, 3.39, -2.19)  0.3913
H (7.62, 3.94, -1.28)  0.4256
H (8.22, 2.37, -1.07)  0.3751
H (3.79, 0.91, -4.85)  0.2525
H (3.30, 0.61, -3.17)  -0.1672
H (4.92, 0.24, -3.78)  0.0286
C (-2.24, -0.32, 2.60)  -0.7721
C (-3.77, -0.22, 2.88)  2.4616
C (-4.29, -1.65, 2.65)  -0.6627
C (-5.75, -1.80, 3.13)  -0.8084
C (-5.80, -1.40, 4.52)  -1.5968
C (-5.29, 0.05, 4.85)  1.6647
N (-3.97, 0.28, 4.25)  0.6501
O (-3.34, 1.53, 4.62)  -0.5014
C (-6.39, 1.10, 4.63)  -1.7403
C (-5.23, -0.11, 6.38)  -2.0584
C (-4.46, 0.77, 1.89)  -1.6770
H (-1.76, -0.92, 3.38)  0.7600
H (-1.83, 0.69, 2.60)  0.0362
H (-2.08, -0.76, 1.61)  -0.9158
H (-4.13, -2.06, 1.66)  -0.3742
H (-3.76, -2.45, 3.17)  0.2266
H (-6.10, -2.83, 3.06)  0.5383
H (-6.41, -1.14, 2.58)  0.1616
H (-5.25, -2.15, 5.08)  0.4589
H (-6.80, -1.61, 4.90)  0.4958
H (-6.16, 2.15, 4.79)  0.3552
H (-6.96, 1.07, 3.70)  0.3216
H (-7.20, 0.87, 5.32)  0.4941
H (-4.66, 0.73, 6.77)  0.4069
H (-6.22, -0.10, 6.84)  0.4019
H (-4.66, -0.97, 6.72)  0.4287
H (-4.41, 0.39, 0.87)  0.0252
H (-4.06, 1.79, 1.96)  0.4321
H (-5.50, 1.03, 2.05)  0.2555
C (2.52, 3.79, 9.02)  -1.4949
C (1.61, 3.09, 7.93)  1.3590
C (1.13, 4.26, 7.03)  -1.7271
C (0.45, 3.78, 5.70)  -0.2127
C (1.44, 2.91, 4.97)  -1.3541
C (1.95, 1.66, 5.78)  1.7744
N (2.42, 2.04, 7.19)  0.3693
O (2.92, 0.93, 8.03)  -0.4558
C (0.84, 0.55, 5.56)  -1.6270
C (3.20, 1.22, 5.10)  -1.7791
C (0.21, 2.64, 8.49)  -1.6395
H (1.86, 4.53, 9.47)  0.4457
H (3.26, 4.48, 8.62)  0.3535
H (2.80, 3.27, 9.93)  0.3523
H (0.23, 4.64, 7.50)  0.4993
H (1.84, 5.05, 6.83)  0.4404
H (0.23, 4.69, 5.15)  0.3479
H (-0.46, 3.18, 5.82)  0.1148
H (2.34, 3.47, 4.70)  0.5140
H (1.17, 2.63, 3.95)  0.3985
H (1.04, -0.40, 6.06)  0.5106
H (-0.08, 0.90, 6.02)  0.3623
H (0.68, 0.36, 4.49)  0.3028
H (3.05, 1.11, 4.03)  0.2226
H (4.07, 1.85, 5.29)  0.4605
H (3.48, 0.21, 5.41)  0.4183
H (-0.68, 2.94, 7.92)  0.3936
H (0.04, 3.16, 9.43)  0.3765
H (0.04, 1.58, 8.62)  0.3354
Cl (4.64, -3.13, -0.39)  -0.1248
C (5.50, -2.52, -1.83)  0.2799
C (7.01, -3.02, -1.97)  -0.3366
Cl (7.07, -4.72, -2.57)  -0.2072
H (5.53, -1.45, -1.65)  -0.1580
H (4.91, -2.91, -2.66)  -0.0543
H (7.45, -3.17, -0.98)  0.3435
H (7.42, -2.34, -2.71)  0.2502
Cl (-0.26, -1.49, -0.73)  0.0482
C (0.61, -0.48, 0.53)  0.0280
C (2.10, -0.34, 0.17)  1.2423
Cl (2.79, 0.84, 1.20)  -0.2548
H (0.43, -0.97, 1.48)  0.7183
H (0.08, 0.47, 0.55)  -1.3031
H (2.28, -0.07, -0.88)  -0.6662
H (2.58, -1.31, 0.28)  0.0464

Output
Charge: 0
Spin multiplicity: 8

***

The calculation returns the following energy values, one per record and in order: -11079.90970 -5383.16703 Eh.